[1]
The following is a DFT calculation (ωB97M-V with the def2-TZVPD basis set) of a molecular structure, C5H3NO in a non-equilibrium geometry.

Each line ends with the Löwdin spin population.
Atoms and positions in Å:
H  -0.9613  -2.1801  -0.9831  -0.013
O  -1.0470  1.0618  -0.6562  0.299
C  1.0332  0.0789  -0.2982  0.202
C  -0.3851  -0.0627  -0.7025  0.460
N  -1.3424  -1.1822  0.9172  -0.361
H  1.5839  1.6081  1.3512  0.004
H  1.8489  -0.4501  -0.5186  0.015
C  -0.6029  1.3973  0.5352  1.177
C  0.9067  1.1027  0.6000  0.236
C  -1.0340  -1.3739  -0.2450  -0.019

Calculated values
LUMO energy (alpha / beta): -0.032 / -1.931 eV
HOMO-LUMO gap (alpha / beta): 8.13 / 6.94 eV
⟨S²⟩: 2.3310
net charge: 0
spin multiplicity: 3
maximum force: 6.2 eV Å⁻¹
energy relative to the best compared isomer or geometry (same formula, charge and spin): 82.30 kcal/mol
electronic energy: -8761.447 eV

[2]
The following is a DFT calculation (ωB97M-V with the def2-TZVPD basis set) of 2 unconnected molecules or ions with the total composition C24H47N3O6S5 in a non-equilibrium geometry.

Each line ends with the Mulliken charge.
Atoms and positions in Å:
H  3.9638  -2.6708  2.3549  0.564
C  -1.9284  -3.3980  1.3875  -0.954
H  3.3616  3.0913  -1.4834  0.416
H  3.6249  -0.9447  2.2715  0.147
H  -4.9246  -4.9139  -3.2883  0.249
H  -2.0287  -4.5663  -0.4256  0.270
H  -0.7457  3.4922  2.2534  0.613
H  -5.3478  -4.6012  -1.5976  0.034
H  1.7050  1.5604  1.2352  -0.168
C  -3.8085  3.1273  -0.9883  -0.934
H  3.9478  3.9253  0.7704  0.439
C  4.0212  -2.4693  -1.5514  -1.673
C  5.6699  -0.7055  0.3113  0.062
H  3.1213  -1.0058  -0.2060  -0.510
C  0.4988  3.1842  0.5246  2.189
H  -6.3898  -2.9019  -3.1115  0.243
N  -4.3897  4.4635  -0.8453  -0.498
O  -0.1730  5.6691  -1.5470  -0.641
H  -4.5742  2.3485  -0.9029  0.323
C  0.7034  1.6766  0.8129  -1.230
C  4.4166  -1.6988  2.1390  -0.409
H  -7.7212  -5.0781  -4.2871  0.299
H  -3.3185  -1.7013  -1.6336  0.441
H  -3.1259  2.2500  0.8683  0.295
S  1.4289  -1.4582  1.3056  0.792
H  -0.1815  -0.8905  2.9818  0.701
C  -3.0389  -1.9528  -0.6051  -0.638
H  -1.3339  -4.0870  1.9884  0.578
C  -0.2542  0.8502  1.6808  -0.118
O  0.3038  3.3321  -0.9255  -0.432
H  -3.3921  3.0531  -1.9965  0.433
H  3.4049  -3.3386  -1.7891  0.396
H  -2.6444  -2.8991  2.0488  0.296
H  3.0342  -2.6575  0.3665  -0.204
H  -2.6583  4.5280  1.3257  0.482
H  5.7951  -0.3920  3.2394  0.286
C  4.7123  1.6452  -0.6894  -0.975
H  -5.1753  4.4529  -0.2091  0.209
H  -1.2143  -0.8771  -0.6895  0.099
C  -0.6374  3.9244  1.2575  -1.299
O  1.6841  4.3760  -2.5892  -0.627
C  -5.7463  -4.8866  -2.5715  -0.676
H  -4.7369  4.8060  -1.7290  0.204
H  0.7480  1.1952  -0.1702  0.503
C  0.4869  -0.3072  2.3474  -1.755
O  -7.3270  -4.2024  -4.3181  -0.526
C  3.1430  3.1916  0.6428  -1.443
S  0.8625  4.6991  -1.4718  1.164
C  5.5717  -1.4530  3.1027  -1.351
C  -2.7067  -4.1262  0.3153  -0.356
H  -6.1603  -5.8956  -2.4969  0.397
S  5.1821  0.9274  0.9186  -0.218
C  1.8380  3.9531  0.7415  0.109
S  0.9347  -4.0960  0.2202  -0.173
H  6.4732  -1.9550  2.7472  0.333
H  5.0673  -2.7690  -1.6033  0.378
C  3.6851  -1.9506  -0.1529  1.389
O  -3.6126  -3.2157  -0.2948  -0.381
N  4.8509  -1.7751  0.7407  0.050
H  4.6241  0.8133  -1.3879  0.419
S  6.8996  -0.8607  -0.7182  -0.142
C  -2.0074  4.0748  0.5717  -0.983
H  1.7909  4.4009  1.7383  0.530
C  0.3237  -2.6879  0.7614  -1.057
H  -3.4740  -1.1903  0.0504  0.233
N  -1.0508  -2.3539  0.8107  0.597
C  -6.8078  -3.9045  -3.0256  -0.288
H  -1.0754  -2.5209  -1.3159  0.382
H  -1.0463  0.4240  1.0805  -0.578
H  3.2062  2.5306  1.5141  0.511
H  2.5668  1.6827  -0.8141  -0.103
H  -3.3026  -4.9320  0.7491  0.390
H  -7.6219  -3.8626  -2.2932  0.271
C  3.3768  2.3966  -0.6392  0.046
O  1.7782  5.0148  -0.2271  -0.493
H  1.2721  0.0968  2.9976  0.652
H  -1.9304  4.8070  -0.2291  0.346
H  -0.6954  1.4441  2.4803  0.786
C  -2.6927  2.8191  0.0385  0.276
H  -1.9552  2.1899  -0.4618  -0.201
H  3.8468  -1.7229  -2.3284  0.314
H  5.5206  2.2776  -1.0622  0.536
H  -0.2872  4.9508  1.4177  0.382
C  -1.5259  -1.9117  -0.5225  -0.462
H  5.3222  -1.8571  4.0847  0.443

Calculated values
LUMO energy: -0.502 eV
HOMO-LUMO gap: 7.96 eV
net charge: 0
maximum force: 1.9 eV Å⁻¹
electronic energy: -96578.434 eV

[3]
The following is a DFT calculation (ωB97M-V with the def2-TZVPD basis set) of a molecular structure, C22H59N5O7V in a non-equilibrium geometry.

Each line ends with the Löwdin spin population.
Atoms and positions in Å:
C  -0.5027  3.7454  -0.1977  0.001
H  -7.7415  3.2841  1.2999  0.000
H  1.8251  -0.8744  4.2570  0.001
H  -0.8993  -0.7437  -3.9709  0.000
H  6.3131  1.0339  0.5926  0.000
C  -1.2915  -2.8156  -2.7916  0.000
H  -1.0074  1.6388  -0.0436  0.000
O  -0.5110  -1.7354  -2.2933  0.000
H  -1.7282  2.6132  2.2326  0.000
H  -0.8378  5.5555  -2.3582  0.000
C  -3.3357  -0.5290  -0.0137  0.000
H  -3.2379  2.1552  -1.3312  0.000
H  -4.4254  -1.5323  1.5851  0.000
H  4.5711  0.5763  -0.7299  0.000
H  3.5092  -2.4332  0.5562  0.006
H  -4.1040  3.5486  0.6856  0.000
H  0.7185  -1.4464  -3.9704  0.000
O  -0.1605  3.6820  -1.6309  0.000
H  4.1239  -0.0564  3.1824  0.000
H  1.2484  2.3451  -0.5225  0.001
C  1.5631  -4.2112  3.0820  0.000
N  2.9489  -2.2927  -0.2723  0.023
C  -6.7613  3.6368  0.9795  0.000
H  0.1033  4.8226  -3.4414  0.000
H  -0.9223  -3.0222  -3.7961  0.000
H  5.6060  2.2306  1.7554  0.000
C  -0.7108  2.2763  2.0340  0.000
V  1.9247  -0.3699  -0.1043  1.899
H  2.3401  -0.2221  -2.8863  0.004
H  2.2451  1.1776  -2.3734  0.003
H  6.4161  0.8697  2.2855  0.000
C  -4.7583  3.0686  -0.0420  0.000
C  4.4469  0.3599  1.2610  0.008
H  -6.3015  4.0980  1.8535  0.000
H  -4.8264  1.5954  -1.3767  0.000
C  -0.4250  2.3441  0.5492  0.002
C  -3.0110  -3.6801  1.7351  0.000
O  0.3976  -0.8702  0.0683  -0.054
H  -3.8272  1.0480  1.1495  0.000
H  3.4886  1.5416  2.7826  0.000
H  0.9202  -3.1657  -0.5078  0.001
H  1.0326  -4.9808  0.8034  0.000
H  1.4446  2.5302  0.9130  0.001
H  -1.4255  4.2920  -0.0040  0.000
O  -2.9579  -2.6657  0.7272  0.000
H  0.8315  5.5805  -2.1784  0.000
H  1.0792  0.6181  3.7592  0.001
C  1.9696  -3.4315  -0.3804  0.003
H  -2.3590  -2.6231  -2.8981  0.000
H  -1.0569  -3.7241  -2.2368  0.000
C  -3.3947  -1.3885  1.2610  0.000
C  -0.0273  -0.9495  -3.3501  0.000
H  3.3551  -4.8580  -1.3668  0.000
H  -2.4414  -0.6019  -0.6325  0.000
C  0.6832  1.3154  -4.2088  0.000
H  3.6662  -2.6674  -0.8766  0.003
H  1.2821  -3.5949  3.9359  0.000
C  1.8436  -4.2537  0.8433  0.000
H  2.5175  -4.6595  3.3581  0.000
N  3.8529  0.7546  -0.0426  0.016
H  -2.3380  -3.6203  2.5903  0.000
H  0.5795  -0.9231  3.0695  0.001
H  4.6992  -0.6934  1.1391  0.002
H  -3.9828  -3.7536  2.2233  0.000
H  3.8558  1.7625  -0.1075  0.002
C  -4.0394  1.8398  -0.6632  0.000
C  1.4436  -0.3396  3.3873  0.005
H  0.9863  2.3475  -4.0327  0.000
N  0.9495  1.8780  0.3216  0.017
C  0.4973  0.4538  -2.9829  0.001
O  -6.0990  2.6000  0.3991  0.000
C  2.3902  -4.3675  -1.4951  0.000
H  -4.7837  3.8552  -0.7962  0.000
O  1.5338  -3.3776  1.8983  0.002
C  3.5245  0.5004  2.4621  0.002
C  0.0167  4.8787  -2.3563  0.000
H  -0.1059  0.9630  -2.2312  0.000
H  -0.0557  2.9480  2.5887  0.000
H  -6.9669  4.3740  0.2033  0.000
H  2.1874  -3.9434  -2.4785  0.000
H  1.6347  -5.1452  -1.6075  0.000
N  1.7829  0.2928  -2.2197  0.016
N  -3.4983  0.8897  0.2078  0.000
H  -0.3048  1.4702  -4.6424  0.000
H  -0.5709  1.3066  2.5119  0.000
H  0.0995  4.4352  0.3935  0.000
H  -2.7502  -4.6737  1.3704  0.000
H  -2.6770  -1.0600  2.0127  0.000
H  2.7543  -4.8307  1.0039  0.000
H  1.3581  0.9324  -4.9742  0.000
H  -4.1869  -0.9179  -0.5725  0.000
H  0.8368  -5.0191  2.9936  0.000
O  2.2246  -0.1798  2.1845  0.026
C  5.7264  1.1779  1.4998  0.002

Calculated values
LUMO energy (alpha / beta): -2.452 / -2.460 eV
HOMO-LUMO gap (alpha / beta): 5.75 / 7.40 eV
⟨S²⟩: 2.0207
net charge: +1
spin multiplicity: 3
maximum force: 3.8 eV Å⁻¹
electronic energy: -71230.725 eV